Record 1
83
Properties=species:S:1:pos:R:3 method="wB97M-V/def2-TZVPD" gap_ev="3.322 / 3.416" homo_ev="-15.16 / -15.15" max_force_ha_per_bohr=0.033 charge=+3
Pb 0.114 -0.073 -0.271
C -1.120 4.096 -3.934
C -0.198 3.130 -3.301
C 1.159 3.009 -3.522
C 1.603 1.976 -2.669
N 0.535 1.517 -1.973
N -0.539 2.218 -2.357
B -1.968 1.956 -1.841
N -2.371 0.500 -2.157
N -1.716 -0.580 -1.718
C -2.343 -1.679 -2.213
C -3.439 -1.240 -2.989
C -3.424 0.136 -2.933
C -4.379 1.060 -3.578
C -1.955 -3.046 -1.994
C -2.759 -4.086 -2.523
C -2.408 -5.407 -2.352
C -1.253 -5.737 -1.648
C -0.450 -4.725 -1.109
C -0.795 -3.406 -1.279
N -2.069 2.213 -0.319
N -1.375 1.548 0.619
C -1.747 2.029 1.831
C -2.718 3.033 1.622
C -2.897 3.119 0.258
C -3.800 4.043 -0.459
C -1.259 1.613 3.123
C -1.592 2.404 4.250
C -1.175 2.057 5.515
C -0.426 0.901 5.706
C -0.084 0.105 4.608
C -0.487 0.454 3.338
C 2.950 1.482 -2.565
C 3.258 0.245 -1.966
C 4.556 -0.205 -1.911
C 5.591 0.565 -2.453
C 5.307 1.792 -3.050
C 4.009 2.247 -3.107
H -0.558 4.733 -4.611
H -1.594 4.725 -3.184
H -1.900 3.594 -4.503
H 1.736 3.568 -4.227
H -2.704 2.677 -2.393
H -4.149 -1.833 -3.525
H -5.124 0.481 -4.116
H -3.880 1.722 -4.283
H -4.891 1.671 -2.837
H -3.661 -3.848 -3.061
H -3.030 -6.187 -2.766
H -0.976 -6.772 -1.515
H 0.447 -4.987 -0.569
H -0.159 -2.630 -0.866
H -3.249 3.598 2.359
H -4.317 4.672 0.261
H -4.547 3.502 -1.034
H -3.243 4.684 -1.138
H -2.166 3.307 4.127
H -1.428 2.680 6.360
H -0.108 0.624 6.700
H 0.487 -0.795 4.780
H -0.221 -0.177 2.500
H 2.457 -0.373 -1.577
H 4.780 -1.162 -1.466
H 6.608 0.208 -2.409
H 6.106 2.386 -3.468
H 3.801 3.208 -3.550
C 3.802 -0.474 2.154
C 2.648 -1.422 2.190
O 1.766 -1.380 1.331
C 2.575 -2.405 3.278
C 1.529 -3.338 3.262
C 1.394 -4.263 4.285
C 2.313 -4.292 5.325
C 3.350 -3.369 5.359
C 3.489 -2.440 4.338
H 3.733 0.166 1.278
H 4.741 -1.023 2.123
H 3.810 0.144 3.051
H 0.829 -3.319 2.441
H 0.559 -4.947 4.283
H 2.223 -5.029 6.107
H 4.062 -3.384 6.169
H 4.327 -1.762 4.362

=====

Record 2
81
Properties=species:S:1:pos:R:3 method="wB97M-V/def2-TZVPD" gap_ev="3.738 / 5.567" homo_ev="0.50 / -1.33" max_force_ha_per_bohr=0.042 charge=-2 spin_multiplicity=5 s_squared=6.077
Ir -0.070 0.245 0.099
C 1.744 0.368 0.606
C 3.119 0.289 0.590
C 3.850 0.349 -0.649
C 5.221 0.312 -0.681
C 5.972 0.211 0.499
C 5.291 0.118 1.718
C 3.917 0.148 1.775
H 3.273 0.390 -1.566
H 5.738 0.347 -1.637
H 7.056 0.196 0.467
H 5.863 0.015 2.637
H 3.406 0.061 2.727
C -1.253 4.374 3.414
N -1.424 3.021 2.945
C -0.282 2.195 3.296
C -1.801 2.932 1.529
C -0.753 3.299 0.494
C -0.587 4.656 0.205
C 0.314 5.098 -0.749
C 1.047 4.152 -1.453
C 0.884 2.803 -1.176
C -0.001 2.320 -0.194
H -1.111 4.360 4.500
H -2.149 4.962 3.195
H -0.381 4.884 2.969
H -0.273 2.024 4.378
H 0.679 2.646 3.003
H -0.350 1.233 2.787
H -2.674 3.582 1.399
H -2.117 1.910 1.340
H -1.193 5.385 0.738
H 0.447 6.158 -0.939
H 1.746 4.463 -2.223
H 1.468 2.092 -1.746
S 0.682 -1.914 -1.241
C 1.701 -2.757 -0.116
N 1.323 -2.717 1.231
C 2.169 -3.275 2.194
C 3.266 -3.976 1.779
C 3.513 -4.084 0.413
N 2.712 -3.466 -0.524
H 0.793 -1.888 1.475
H 1.869 -3.152 3.224
H 3.932 -4.429 2.503
H 4.394 -4.583 0.027
N -2.001 -0.155 -0.014
P -3.511 -0.278 -0.040
C -4.361 0.834 -1.217
C -5.682 0.685 -1.643
C -6.224 1.575 -2.555
C -5.456 2.618 -3.060
C -4.130 2.752 -2.661
C -3.584 1.858 -1.754
C -4.131 -1.941 -0.483
C -3.418 -2.642 -1.456
C -3.832 -3.897 -1.867
C -4.967 -4.475 -1.308
C -5.677 -3.789 -0.333
C -5.267 -2.528 0.075
C -4.394 0.052 1.549
C -3.881 -0.619 2.663
C -4.298 -0.297 3.941
C -5.232 0.713 4.135
C -5.741 1.394 3.038
C -5.318 1.074 1.756
H -6.279 -0.131 -1.248
H -7.254 1.463 -2.877
H -5.885 3.315 -3.769
H -3.523 3.558 -3.056
H -2.548 1.934 -1.434
H -2.514 -2.189 -1.852
H -3.266 -4.435 -2.617
H -5.292 -5.459 -1.626
H -6.554 -4.244 0.115
H -5.825 -1.995 0.836
H -3.141 -1.395 2.495
H -3.880 -0.817 4.795
H -5.543 0.985 5.136
H -6.463 2.189 3.186
H -5.709 1.618 0.905

=====

Record 3
81
Properties=species:S:1:pos:R:3 method="wB97M-V/def2-TZVPD" gap_ev=6.018 homo_ev=-3.53 de_lowest_kcal_mol=2.2 max_force_ha_per_bohr=0.011 charge=-1
Sn -0.257 0.337 1.372
C -1.888 -1.825 -4.463
C -2.777 -1.042 -3.741
C -2.844 -1.162 -2.360
C -2.038 -2.072 -1.679
C -1.145 -2.849 -2.415
C -1.071 -2.728 -3.796
P -2.214 -2.140 0.153
C -3.319 -3.595 0.331
C -3.519 -4.080 1.627
C -4.392 -5.128 1.870
C -5.100 -5.705 0.822
C -4.919 -5.225 -0.466
C -4.033 -4.183 -0.711
C -0.589 -2.795 0.675
C -0.263 -4.155 0.614
C 1.000 -4.586 0.978
C 1.942 -3.652 1.400
C 1.610 -2.308 1.459
C 0.336 -1.836 1.112
H -1.821 -1.721 -5.539
H -3.404 -0.321 -4.251
H -3.514 -0.526 -1.792
H -0.500 -3.553 -1.902
H -0.367 -3.336 -4.352
H -2.979 -3.626 2.451
H -4.525 -5.492 2.881
H -5.788 -6.520 1.010
H -5.464 -5.668 -1.292
H -3.892 -3.830 -1.726
H -1.003 -4.876 0.281
H 1.251 -5.640 0.933
H 2.935 -3.979 1.691
H 2.358 -1.600 1.803
S 4.476 1.426 -0.428
C 3.924 0.379 -1.697
C 4.541 0.031 -2.893
C 3.875 -0.837 -3.741
C 2.615 -1.346 -3.405
C 2.002 -1.000 -2.218
C 2.663 -0.130 -1.355
N 2.167 0.306 -0.145
C 2.983 1.099 0.457
C 2.703 1.663 1.783
C 3.562 2.619 2.336
C 3.277 3.177 3.567
C 2.122 2.783 4.238
C 1.272 1.844 3.672
C 1.533 1.234 2.438
H 5.514 0.426 -3.157
H 4.335 -1.122 -4.678
H 2.112 -2.017 -4.091
H 1.025 -1.371 -1.938
H 4.451 2.933 1.797
H 3.942 3.916 3.998
H 1.884 3.217 5.203
H 0.361 1.569 4.197
C -0.418 -1.021 4.105
O -1.141 -0.278 3.178
H -0.447 -2.103 3.890
H -0.834 -0.883 5.116
H 0.650 -0.749 4.154
O 0.016 2.639 -2.253
C -0.103 3.606 -1.522
C 0.537 3.628 -0.154
C 1.175 4.951 0.262
C 0.181 5.914 0.910
C -1.178 5.925 0.210
C -1.072 5.978 -1.311
N -0.837 4.687 -1.940
H 1.272 2.829 -0.185
H -0.207 3.298 0.577
H 1.638 5.424 -0.611
H 1.988 4.741 0.960
H 0.597 6.926 0.904
H 0.038 5.642 1.959
H -1.750 6.793 0.547
H -1.763 5.044 0.484
H -0.303 6.708 -1.597
H -2.017 6.345 -1.715
H -1.163 4.577 -2.887

=====

E_tot? In order: -2090.25079; -2532.38159; -2683.55266 a.u..